Entry 1:
Density functional theory data (ωB97M-V/def2-TZVPD) for a molecular structure, C37H54AsCuN3OPS2.

Geometry as XYZ:
```
100
C37H54AsCuN3OPS2, DFT ωB97M-V/def2-TZVPD
Cu 0.207 0.633 0.557
C -3.952 1.771 0.978
C -3.778 3.059 1.462
C -2.524 3.640 1.397
C -1.477 2.911 0.849
N -1.639 1.656 0.409
C -2.850 1.107 0.469
C -0.099 3.456 0.700
C 0.181 4.814 0.735
C 1.479 5.230 0.501
C 2.457 4.281 0.245
C 2.098 2.945 0.243
N 0.850 2.542 0.472
H -4.915 1.281 1.008
H -4.609 3.603 1.892
H -2.360 4.637 1.777
H -2.923 0.088 0.107
H -0.606 5.536 0.892
H 1.721 6.284 0.503
H 3.480 4.566 0.048
H 2.815 2.156 0.052
C 0.114 -1.582 -2.229
As 2.018 -1.705 -2.458
C 2.490 -3.382 -1.622
C 2.284 -2.104 -4.331
S 3.119 -0.058 -1.835
H -0.350 -2.516 -2.550
H -0.260 -0.749 -2.825
H -0.062 -1.408 -1.160
H 2.277 -4.198 -2.313
H 1.913 -3.506 -0.709
H 3.551 -3.361 -1.378
H 1.595 -2.888 -4.646
H 3.313 -2.441 -4.459
H 2.128 -1.201 -4.916
C -1.892 -0.495 3.598
C -0.417 -0.715 3.964
C -0.366 -1.276 5.390
C 0.234 0.678 3.976
P 0.367 -1.779 2.572
N 0.545 -1.082 1.214
C -0.748 -3.321 2.334
C -1.295 -4.046 3.565
C 0.060 -4.326 1.499
C -1.927 -2.903 1.438
C 2.053 -2.385 3.225
C 2.874 -2.837 2.008
C 2.057 -3.494 4.281
C 2.804 -1.169 3.791
H -2.302 0.294 4.234
H -2.496 -1.385 3.756
H -1.995 -0.182 2.559
H -0.929 -0.607 6.050
H 0.647 -1.327 5.781
H -0.813 -2.263 5.473
H -0.460 1.391 4.430
H 0.459 1.021 2.965
H 1.153 0.707 4.554
H -0.514 -4.377 4.245
H -1.840 -4.937 3.235
H -2.000 -3.436 4.125
H 0.842 -4.818 2.070
H 0.510 -3.828 0.639
H -0.614 -5.104 1.132
H -2.713 -2.385 1.983
H -2.371 -3.798 0.996
H -1.567 -2.253 0.639
H 2.607 -3.837 1.672
H 3.933 -2.855 2.276
H 2.734 -2.130 1.190
H 1.707 -4.444 3.882
H 1.460 -3.253 5.157
H 3.086 -3.651 4.621
H 2.769 -0.331 3.094
H 3.851 -1.445 3.935
H 2.422 -0.845 4.755
O -0.737 3.644 -2.049
S -0.731 2.276 -2.643
C -2.144 2.167 -3.733
C -2.883 0.998 -3.728
C -3.995 0.893 -4.556
C -4.359 1.962 -5.357
C -3.619 3.141 -5.339
C -2.505 3.248 -4.527
C 0.556 2.300 -3.898
C 1.623 3.151 -3.658
C 2.687 3.173 -4.547
C 2.678 2.353 -5.665
C 1.602 1.506 -5.896
C 0.538 1.470 -5.008
H -2.592 0.179 -3.081
H -4.579 -0.017 -4.564
H -5.228 1.883 -5.997
H -3.915 3.974 -5.961
H -1.920 4.157 -4.489
H 1.606 3.788 -2.784
H 3.526 3.829 -4.362
H 3.507 2.374 -6.359
H 1.588 0.871 -6.772
H -0.302 0.811 -5.195
```

Values from the calculation:
LUMO energy ... 0.108 eV
Molecular weight ... 790.44 Da
Maximum force ... 0.69 eV/Å
Multiplicity ... 1
Gap between HOMO and LUMO ... 0.2265 Ha
HOMO ... -6.05 eV

Here are the Mulliken charges for atoms 1 to 2, given in e: -1.429 -0.628

***

Entry 2:
Density functional theory data (ωB97M-V/def2-TZVPD) for a molecular structure, C5H8NO2.

Geometry as XYZ:
```
16
C5H8NO2, DFT ωB97M-V/def2-TZVPD
C -0.952 0.485 -0.681
C -0.621 -1.383 -1.319
C 1.379 -0.527 0.031
C 0.164 -0.436 -0.533
C 1.940 0.748 0.795
N -2.906 1.119 1.551
O -2.422 0.617 2.590
O -1.533 -0.376 -1.659
H -1.598 0.658 0.252
H -0.670 1.440 -1.097
H -0.091 -1.974 -2.076
H -1.227 -2.040 -0.770
H 2.052 -1.465 0.136
H 2.265 1.448 -0.031
H 2.973 0.603 1.193
H 1.246 1.083 1.618
```

Values from the calculation:
LUMO energy (alpha / beta) ... 3.650 / 3.649 eV
Molecular weight ... 114.12 Da
Maximum force ... 3.65 eV/Å
Total charge ... -1
Multiplicity ... 1
Gap between HOMO and LUMO (alpha / beta) ... 0.1540 / 0.1557 Ha
Relative energy (zero: lowest compared OMol25 entry of this formula, charge and spin) ... 662.2 kJ/mol
HOMO (alpha / beta) ... -0.54 / -0.59 eV

Here are the Mulliken charges for atoms 1 to 2, given in e: 0.171 -0.391

***

Entry 3:
Density functional theory data (ωB97M-V/def2-TZVPD) for C3H8N2OS in the gas phase.

Geometry as XYZ:
```
15
C3H8N2OS, DFT ωB97M-V/def2-TZVPD
C 1.868 0.518 0.424
C 0.522 0.884 -0.131
C -0.560 -0.129 0.089
H 1.799 -1.745 -0.173
H 2.487 1.425 0.474
H 1.924 0.168 1.455
H 0.656 1.134 -1.169
H 0.268 1.815 0.416
H -1.293 -1.689 0.727
H -2.087 1.159 -0.431
H -3.226 -1.021 -1.047
N -0.383 -1.215 0.710
N -1.807 0.154 -0.598
O -2.862 -0.654 -0.216
S 2.691 -0.803 -0.529
```

Values from the calculation:
LUMO energy ... 0.717 eV
Molecular weight ... 120.18 Da
Maximum force ... 2.73 eV/Å
Multiplicity ... 1
SMILES string ... [H]/N=C(/CCS)NO
Gap between HOMO and LUMO ... 0.3501 Ha
Relative energy (zero: lowest compared OMol25 entry of this formula, charge and spin) ... 252.4 kJ/mol
HOMO ... -8.81 eV

Here are the Mulliken charges for atoms 1 to 2, given in e: -0.828 -0.526

***

Entry 4:
Density functional theory data (ωB97M-V/def2-TZVPD) for 5 unconnected molecules or ions with the total composition C18H33N5O6.

Geometry as XYZ:
```
62
C18H33N5O6, DFT ωB97M-V/def2-TZVPD
C 5.072 -1.098 -1.316
C 4.008 -0.231 -0.757
C 2.715 0.102 -1.467
C 2.678 -0.524 -2.916
C 3.749 -1.463 -3.368
C 4.955 -1.615 -2.542
N 1.518 -0.263 -3.804
O 0.600 0.439 -3.486
O 1.537 -0.847 -4.935
H 6.156 -1.311 -1.008
H 4.199 0.035 0.254
H 1.989 0.721 -1.117
H 3.577 -1.870 -4.295
H 5.846 -2.208 -2.861
C -0.966 1.187 -0.292
O -0.366 2.010 0.361
N -0.599 -0.079 -0.323
C -1.338 -1.041 -1.199
C 0.099 -0.715 0.696
H -1.856 1.554 -1.037
H -1.322 -0.489 -2.285
H -2.246 -0.893 -0.771
H -1.170 -2.119 -1.426
H 0.724 -0.082 1.508
H 1.051 -1.381 0.370
H -0.423 -1.215 1.367
C 2.612 2.263 2.286
O 3.699 2.147 1.940
N 2.307 2.036 3.588
C 0.913 2.023 3.959
C 3.368 2.218 4.569
H 1.656 2.658 1.682
H 0.543 1.245 3.152
H 0.393 3.009 3.935
H 0.818 1.721 5.088
H 4.323 1.792 4.341
H 3.174 1.757 5.670
H 3.694 3.259 4.576
C -2.121 -3.088 -4.443
O -2.769 -4.142 -4.231
N -2.639 -1.863 -4.484
C -1.924 -0.676 -5.065
C -4.146 -1.762 -4.098
H -1.084 -3.148 -4.835
H -2.331 -0.594 -6.041
H -0.976 -0.729 -5.468
H -2.120 0.297 -4.416
H -4.354 -2.428 -3.234
H -4.741 -2.335 -4.966
H -4.283 -0.771 -3.957
C -2.485 -0.731 4.208
O -2.074 -0.966 5.370
N -2.868 0.476 3.931
C -3.155 0.919 2.555
C -2.936 1.489 4.964
H -2.576 -1.453 3.505
H -3.418 0.144 1.917
H -2.200 1.388 2.262
H -3.684 1.574 2.479
H -3.376 1.319 6.101
H -3.491 2.367 4.659
H -1.949 1.952 5.179
```

Values from the calculation:
LUMO energy ... -1.154 eV
Molecular weight ... 415.49 Da
Maximum force ... 17.45 eV/Å
Multiplicity ... 1
SMILES string ... O=[N+]([O-])c1ccccc1.CN(C)C=O.CN(C)C=O.CN(C)C=O.CN(C)C=O
Gap between HOMO and LUMO ... 0.2896 Ha
Relative energy (zero: lowest compared OMol25 entry of this formula, charge and spin) ... 729.7 kJ/mol
HOMO ... -9.03 eV

Here are the Mulliken charges for atoms 1 to 2, given in e: -0.466 -0.450

***

Entry 5:
Density functional theory data (ωB97M-V/def2-TZVPD) for 10 unconnected molecules or ions with the total composition C50H126N10O20.

Geometry as XYZ:
```
206
C50H126N10O20, DFT ωB97M-V/def2-TZVPD
C 2.332 3.431 -6.966
O 2.574 2.457 -6.051
C 1.733 1.319 -6.318
C 2.114 0.078 -5.406
N 1.833 0.335 -3.985
C 2.022 -0.809 -3.061
C 0.894 -1.805 -3.159
O 0.926 -2.523 -4.412
C -0.261 -3.413 -4.558
H 1.267 3.777 -6.992
H 2.639 3.194 -7.995
H 2.828 4.308 -6.662
H 1.725 0.937 -7.326
H 0.763 1.641 -6.081
H 3.157 -0.112 -5.702
H 1.618 -0.838 -5.688
H 2.390 1.087 -3.649
H 2.014 -0.420 -2.068
H 2.990 -1.258 -3.301
H -0.108 -1.346 -3.066
H 0.990 -2.539 -2.368
H -0.191 -4.120 -3.785
H -0.182 -3.856 -5.506
H -1.226 -2.977 -4.453
C 3.196 4.797 1.474
O 4.289 4.103 2.080
C 5.541 4.847 2.021
C 6.487 3.927 2.659
N 6.839 2.914 1.720
C 7.821 1.937 2.183
C 8.480 1.269 1.019
O 7.614 0.280 0.492
C 7.979 -0.276 -0.725
H 3.177 5.813 1.953
H 2.307 4.303 1.853
H 3.271 4.806 0.383
H 5.405 5.835 2.587
H 5.907 5.064 0.984
H 6.112 3.582 3.653
H 7.462 4.453 2.861
H 6.001 2.466 1.400
H 7.382 1.159 2.776
H 8.500 2.516 2.770
H 9.430 0.812 1.294
H 8.726 2.065 0.303
H 8.553 0.443 -1.289
H 7.086 -0.554 -1.261
H 8.633 -1.179 -0.639
C 1.053 5.897 -2.319
O 0.615 5.144 -3.438
C 0.228 3.830 -3.044
C -0.923 3.295 -3.830
N -1.173 1.963 -3.347
C -2.274 1.335 -4.088
C -3.703 1.580 -3.505
O -4.235 2.801 -3.943
C -5.380 3.173 -3.192
H 1.745 5.296 -1.712
H 0.217 6.216 -1.739
H 1.602 6.826 -2.625
H -0.083 3.852 -1.974
H 0.989 3.062 -3.187
H -0.697 3.122 -4.898
H -1.749 3.973 -3.741
H -0.376 1.401 -3.576
H -2.158 0.226 -4.022
H -2.258 1.518 -5.185
H -3.607 1.496 -2.388
H -4.324 0.720 -3.878
H -5.755 4.090 -3.552
H -5.092 3.427 -2.205
H -6.189 2.394 -3.284
C -7.090 -7.471 7.467
O -6.102 -6.551 7.039
C -5.197 -6.177 8.011
C -3.985 -5.548 7.343
N -4.196 -4.197 6.778
C -4.523 -4.156 5.372
C -4.075 -2.855 4.645
O -2.624 -2.746 4.696
C -2.318 -1.458 4.118
H -7.706 -7.058 8.267
H -6.599 -8.401 7.788
H -7.653 -7.690 6.590
H -4.798 -7.043 8.601
H -5.623 -5.467 8.696
H -3.768 -6.208 6.538
H -3.156 -5.475 8.044
H -3.366 -3.629 6.972
H -5.615 -4.303 5.169
H -4.028 -5.013 4.889
H -4.526 -2.004 5.223
H -4.397 -2.753 3.620
H -1.290 -1.403 3.878
H -2.545 -0.695 4.854
H -2.888 -1.383 3.172
C -1.623 -5.462 -1.121
O -2.057 -4.157 -1.425
C -2.313 -3.414 -0.227
C -3.196 -2.234 -0.662
N -4.614 -2.564 -0.739
C -5.461 -1.503 -1.241
C -6.944 -1.886 -1.324
O -7.040 -3.022 -2.126
C -8.398 -3.460 -2.302
H -1.137 -5.890 -2.042
H -2.453 -6.151 -0.876
H -0.874 -5.483 -0.272
H -1.353 -2.996 0.156
H -2.752 -4.108 0.531
H -2.800 -1.951 -1.665
H -2.980 -1.429 0.057
H -4.690 -3.415 -1.248
H -5.106 -1.165 -2.188
H -5.413 -0.721 -0.456
H -7.510 -1.109 -1.796
H -7.285 -1.999 -0.294
H -8.226 -4.305 -2.892
H -9.002 -2.704 -2.754
H -8.876 -3.773 -1.423
C 1.700 -2.648 3.567
O 2.412 -3.340 2.559
C 1.619 -3.404 1.430
C 2.421 -3.965 0.277
N 3.673 -3.238 0.136
C 4.609 -3.921 -0.776
C 5.988 -3.432 -0.355
O 6.379 -3.850 0.950
C 6.441 -5.278 1.174
H 2.197 -2.735 4.583
H 0.662 -3.151 3.594
H 1.617 -1.596 3.268
H 1.275 -2.377 1.173
H 0.831 -4.090 1.637
H 1.760 -3.879 -0.631
H 2.618 -5.000 0.533
H 4.058 -3.076 1.076
H 4.282 -3.597 -1.776
H 4.488 -5.003 -0.854
H 5.970 -2.375 -0.291
H 6.773 -3.607 -1.082
H 7.343 -5.617 0.696
H 5.640 -5.811 0.718
H 6.394 -5.403 2.272
C -2.514 4.416 -0.185
O -3.255 3.196 -0.108
C -3.656 2.883 1.207
C -4.498 1.637 1.236
N -5.909 1.770 0.890
C -6.653 2.647 1.773
C -8.047 2.972 1.360
O -8.069 3.541 0.069
C -9.048 4.509 -0.179
H -1.495 4.291 0.326
H -3.070 5.243 0.288
H -2.369 4.665 -1.294
H -4.095 3.770 1.637
H -2.721 2.644 1.799
H -4.361 1.050 2.148
H -4.065 0.869 0.557
H -5.949 2.038 -0.069
H -6.134 3.542 2.131
H -6.724 2.096 2.751
H -8.509 3.625 2.152
H -8.585 2.063 1.454
H -10.050 4.135 0.134
H -9.030 4.736 -1.248
H -8.860 5.342 0.465
C 4.881 -0.676 2.196
O 3.516 -0.243 2.007
C 3.435 0.781 1.026
C 4.038 0.380 -0.341
N 3.831 1.435 -1.338
C 4.773 1.341 -2.415
C 4.666 2.486 -3.400
O 5.165 3.782 -2.840
C 4.982 4.903 -3.697
H 4.841 -1.214 3.112
H 5.494 0.269 2.305
H 5.295 -1.300 1.413
H 3.941 1.690 1.395
H 2.358 1.012 0.901
H 3.452 -0.481 -0.690
H 5.142 0.207 -0.335
H 3.880 2.403 -1.022
H 4.549 0.391 -2.919
H 5.845 1.291 -2.050
H 3.609 2.608 -3.750
H 5.223 2.273 -4.311
H 5.047 5.834 -3.097
H 4.002 4.908 -4.157
H 5.745 5.052 -4.487
C 2.517 1.565 4.487
N 1.145 1.844 3.924
O 1.067 2.755 3.117
O 0.195 1.139 4.235
H 3.183 1.997 3.752
H 2.625 0.471 4.561
H 2.616 1.986 5.473
C -0.058 1.641 -0.389
N -0.512 0.434 0.232
O -1.283 0.586 1.148
O -0.170 -0.640 -0.212
H -0.613 1.662 -1.356
H 1.005 1.661 -0.679
H -0.247 2.495 0.259
```

Values from the calculation:
LUMO energy ... 0.329 eV
Molecular weight ... 1187.61 Da
Maximum force ... 2.88 eV/Å
Multiplicity ... 1
SMILES string ... C[N+](=O)[O-].C[N+](=O)[O-].COCCNCCOC.COCCNCCOC.COCCNCCOC.COCCNCCOC.COCCNCCOC.COCCNCCOC.COCCNCCOC.COCCNCCOC
Gap between HOMO and LUMO ... 0.3143 Ha
Relative energy (zero: lowest compared OMol25 entry of this formula, charge and spin) ... 37.9 kJ/mol
HOMO ... -8.22 eV

Here are the Mulliken charges for atoms 1 to 2, given in e: -0.898 -0.105

***

Entry 6:
Density functional theory data (ωB97M-V/def2-TZVPD) for 8 unconnected molecules or ions with the total composition H16O8.

Geometry as XYZ:
```
24
H16O8, DFT ωB97M-V/def2-TZVPD
H 0.584 0.488 0.405
H 1.693 0.390 1.451
H 4.555 -3.662 -0.849
H 3.517 -2.552 -0.814
H -2.329 4.664 0.967
H -0.770 4.764 1.093
H -3.822 0.928 3.448
H -2.321 0.511 2.917
H 0.988 0.311 -2.558
H 0.009 1.007 -3.247
H -0.858 -0.192 -1.008
H -0.876 1.276 -0.740
H -1.026 -1.442 3.911
H 0.248 -2.263 3.702
H -0.493 -1.947 -4.279
H 0.439 -1.745 -3.132
O 1.526 0.592 0.588
O 3.558 -3.507 -0.923
O -1.487 4.126 0.943
O -2.872 1.223 3.204
O 0.657 0.416 -3.463
O -0.543 0.698 -1.419
O -0.730 -2.360 3.911
O 0.352 -1.723 -4.108
```

Values from the calculation:
LUMO energy ... -0.431 eV
Molecular weight ... 144.12 Da
Maximum force ... 4.75 eV/Å
Multiplicity ... 1
SMILES string ... O.O.O.O.O.O.O.O
Gap between HOMO and LUMO ... 0.3261 Ha
Relative energy (zero: lowest compared OMol25 entry of this formula, charge and spin) ... 473.7 kJ/mol
HOMO ... -9.30 eV

Here are the Mulliken charges for atoms 1 to 2, given in e: 0.281 0.282

***

Entry 7:
Density functional theory data (ωB97M-V/def2-TZVPD) for a molecular structure, C17H17BrN2O2Ti.

Geometry as XYZ:
```
40
C17H17BrN2O2Ti, DFT ωB97M-V/def2-TZVPD
Ti -0.252 0.126 0.008
O -0.798 4.097 -1.573
C 0.497 4.470 -1.383
C 0.851 5.713 -1.896
C 2.143 6.183 -1.772
C 3.115 5.427 -1.118
C 2.758 4.199 -0.599
C 1.459 3.695 -0.734
C 1.214 2.328 -0.162
O -0.156 1.893 -0.132
N 1.985 1.339 -0.984
N 1.317 0.151 -1.165
C 1.646 -0.675 -2.060
C 0.898 -1.899 -2.294
Br -0.795 -1.980 -1.383
C 1.186 -2.906 -3.100
C 2.454 -3.101 -3.810
C 3.668 -2.620 -3.316
C 4.831 -2.799 -4.044
C 4.789 -3.456 -5.267
C 3.588 -3.956 -5.756
C 2.425 -3.788 -5.024
H -0.972 3.291 -1.070
H 0.081 6.296 -2.390
H 2.397 7.156 -2.178
H 4.126 5.801 -1.004
H 3.497 3.610 -0.060
H 1.595 2.287 0.847
H 2.392 1.724 -1.826
H 2.479 -0.456 -2.725
H 0.416 -3.655 -3.266
H 3.714 -2.155 -2.336
H 5.774 -2.442 -3.648
H 5.702 -3.595 -5.834
H 3.560 -4.485 -6.699
H 1.486 -4.185 -5.395
C 0.467 -0.416 1.854
H 1.481 -0.804 1.784
H -0.153 -1.216 2.272
H 0.468 0.410 2.566
```

Values from the calculation:
LUMO energy (alpha / beta) ... -4.330 / -4.436 eV
Molecular weight ... 409.11 Da
Maximum force ... 3.37 eV/Å
Total charge ... +1
Multiplicity ... 2
Gap between HOMO and LUMO (alpha / beta) ... 0.2500 / 0.2461 Ha
Relative energy (zero: lowest compared OMol25 entry of this formula, charge and spin) ... 52.7 kJ/mol
HOMO (alpha / beta) ... -11.13 / -11.13 eV

Here are the Mulliken charges for atoms 1 to 2, given in e: 0.717 -0.676

***

Entry 8:
Density functional theory data (ωB97M-V/def2-TZVPD) for a molecular structure, C5H14N2S.

Geometry as XYZ:
```
22
C5H14N2S, DFT ωB97M-V/def2-TZVPD
C 0.215 0.204 0.756
N -0.971 -0.103 -0.005
C -1.911 -1.195 0.312
C -2.962 -1.170 -0.764
S -4.876 0.962 0.345
C 1.379 0.812 -0.146
N 2.751 0.086 0.574
C 3.869 0.620 -0.229
H 0.715 -0.716 1.113
H -0.002 0.830 1.595
H -1.709 0.653 -0.077
H -1.338 -2.158 0.479
H -2.404 -1.009 1.280
H -2.595 -1.430 -1.775
H -3.513 -0.217 -0.766
H -3.757 -1.872 -0.448
H 1.002 1.855 -0.463
H 1.472 0.376 -1.150
H 2.110 1.108 0.783
H 4.344 -0.154 -0.838
H 4.696 1.114 0.295
H 3.483 1.403 -0.872
```

Values from the calculation:
LUMO energy ... -3.524 eV
Molecular weight ... 134.25 Da
Maximum force ... 4.86 eV/Å
Multiplicity ... 1
Gap between HOMO and LUMO ... 0.1847 Ha
Relative energy (zero: lowest compared OMol25 entry of this formula, charge and spin) ... 850.0 kJ/mol
HOMO ... -8.55 eV

Here are the Mulliken charges for atoms 1 to 2, given in e: -0.839 -0.236

***

Look up the maximum force of the seventh one.
3.37 eV/Å

***

Among the records above, which one has the lowest molecular weight?
C5H8NO2

***

Which value of maximum force does entry 4 give?
17.45 eV/Å

***

Number 4 is which compound?
C18H33N5O6